No. 1
DFT (the ωB97M-V functional and the def2-TZVPD basis) results for C6H8N2S as an isolated structure in a non-equilibrium geometry.

E_HOMO in Ha: -0.336
LUMO in eV: 0.13
HOMO-LUMO gap in eV: 9.27
E in Ha: -740.95756

Geometry (Å):
C (-1.793, -1.606, -0.152)
C (-2.279, -0.334, 0.089)
C (-0.489, -1.918, -0.291)
C (-1.266, 0.586, 0.325)
C (0.531, -0.983, -0.234)
C (0.091, 0.287, 0.027)
N (0.926, 2.976, -0.215)
N (2.631, 0.954, 0.215)
S (1.258, 1.604, 0.431)
H (-2.533, -2.351, -0.200)
H (-3.364, -0.109, 0.162)
H (-0.356, -2.929, -0.542)
H (-1.621, 1.598, 0.487)
H (1.569, -1.276, -0.495)
H (0.106, 3.511, -0.059)
H (3.543, 1.464, 0.264)
H (0.792, 1.805, 2.058)

No. 2
DFT (the ωB97M-V functional and the def2-TZVPD basis) results for one molecule with the formula C6H8N2S in a non-equilibrium geometry.

E_HOMO (alpha / beta) in Ha: -0.257 / -0.265
LUMO (alpha / beta) in eV: -0.87 / 0.89
HOMO-LUMO gap (alpha / beta) in eV: 6.13 / 8.09
E in Ha: -740.93744

Geometry (Å):
C (2.475, 0.506, -1.853)
C (2.084, 0.455, -0.539)
C (1.497, 0.231, -2.759)
C (0.747, 0.108, -0.272)
C (-1.198, -0.908, 0.810)
C (0.121, -0.116, 0.887)
N (-2.769, -0.732, 1.211)
N (-2.940, 0.302, 2.022)
S (-0.035, -0.062, -1.858)
H (3.553, 0.678, -1.963)
H (2.836, 0.614, 0.332)
H (1.595, 0.389, -3.756)
H (-1.223, -1.385, -0.164)
H (-1.164, -1.573, 1.671)
H (0.437, 0.058, 1.890)
H (-3.844, 0.479, 2.404)
H (-2.174, 0.957, 1.938)